No. 1
Formula: C8H11N3O2
Source: OMol25
Level of theory: ωB97M-V with the def2-TZVPD basis set

Structure (XYZ):
```
24
C8H11N3O2 | OMol25 | ωB97M-V with the def2-TZVPD basis set
C 1.02976 -1.27768 -1.60464
C 0.53335 -0.09709 -1.52502
C 1.70357 -1.82972 -0.43859
C -2.11828 0.75600 -0.54796
C -1.84041 -0.48089 0.24952
C -0.94860 0.71066 0.38898
C 1.41817 0.03557 0.99129
C 0.39222 0.68435 -0.20074
N 1.93646 -1.21409 0.70656
N 2.43683 0.98604 1.37266
N 0.88559 2.05075 -0.44775
O 1.97294 2.04952 -0.97197
O 0.31630 3.03874 -0.03142
H 0.91712 -1.71753 -2.54319
H -0.01888 0.23916 -2.37865
H 2.08287 -2.81577 -0.49876
H -1.98333 0.56299 -1.56143
H -2.78455 1.49800 -0.34663
H -2.55090 -0.91722 1.09803
H -1.38756 -1.15530 -0.42668
H -1.01124 1.44339 1.23550
H 0.72449 -0.03282 1.89813
H 3.09024 0.56703 2.08638
H 2.97129 1.14254 0.45619
```

Results
- LUMO: -0.11 eV
- Max |F|: 4.4 eV Å⁻¹
- HOMO level: -0.3536 Ha
- ΔE to the lowest compared entry with this formula, charge and spin: 86.2 kcal/mol
- Charge: 0
- SMILES: N[C@@H]1N=CC=C[C@]1(C1CC1)[N+](=O)[O-]


No. 2
Formula: C8H11N3O3
Source: OMol25
Level of theory: ωB97M-V with the def2-TZVPD basis set

Structure (XYZ):
```
25
C8H11N3O3 | OMol25 | ωB97M-V with the def2-TZVPD basis set
C -1.67045 -0.33779 3.28980
C -2.27525 -0.36985 2.01572
C -0.32610 0.10138 3.29785
C -1.65075 0.15156 0.88780
C 0.34308 0.56090 2.20979
C -0.38076 0.65657 0.96443
C 1.32351 0.93715 -0.53169
C 0.50507 -1.32052 -1.62087
N 1.88665 1.42517 -1.70701
N 0.23369 1.34274 -0.11158
N 0.06899 -0.46484 -2.47274
O -1.26292 0.00953 -2.39949
O 0.57641 -0.13962 -3.54903
O 1.62484 -2.03568 -1.90470
H -2.07479 -0.90279 4.09442
H -3.37390 -0.60245 2.05118
H 0.28197 -0.15384 4.12102
H -2.12365 -0.09732 -0.08073
H 1.43962 0.68770 2.36485
H 1.74395 -0.01559 -0.24482
H 0.09515 -1.47671 -0.62874
H 1.74706 2.29228 -2.16509
H 2.83952 1.08233 -1.85974
H -1.38277 0.64003 -3.17873
H 1.81185 -1.97035 -2.84191
```

Results
- LUMO: 0.65 eV
- Max |F|: 3.0 eV Å⁻¹
- HOMO level: -0.3029 Ha
- ΔE to the lowest compared entry with this formula, charge and spin: 93.4 kcal/mol
- Charge: 0
- SMILES: [O-]/[N+](O)=C\O.N/C=N/c1ccccc1


No. 3
Formula: C8H11NO2
Source: OMol25
Level of theory: ωB97M-V with the def2-TZVPD basis set

Structure (XYZ):
```
22
C8H11NO2 | OMol25 | ωB97M-V with the def2-TZVPD basis set
C 1.65019 -1.94559 0.33636
C 1.61843 2.48585 1.72498
C 1.69727 1.19210 1.59618
C 0.38215 0.52383 1.41791
C 1.28620 -0.84065 -0.58159
C -0.00882 -0.12551 0.02150
C -0.49228 0.92884 -0.98044
C -1.09517 -1.12672 0.52529
N 1.59103 -2.89461 0.99605
O 1.29837 3.59786 1.99542
O 0.95693 -1.49055 -1.84916
H 2.17491 -0.24174 -0.84998
H 2.65938 0.73337 1.50060
H 0.36751 -0.25573 2.19337
H -0.47235 1.14161 1.59372
H -0.18040 0.52862 -1.94640
H 0.06045 1.76946 -0.79895
H -1.55788 0.91273 -0.94603
H -1.64776 -0.52699 1.28614
H -0.53385 -1.89492 1.01834
H -1.80386 -1.33556 -0.28377
H 0.32232 -2.19753 -1.65097
```

Results
- LUMO: 0.59 eV
- Max |F|: 3.8 eV Å⁻¹
- HOMO level: -0.3384 Ha
- ΔE to the lowest compared entry with this formula, charge and spin: 72.1 kcal/mol
- Charge: 0
- SMILES: CC(C)(CC=C=O)[C@H](O)C#N


No. 4
Formula: C8H11NO3
Source: OMol25
Level of theory: ωB97M-V with the def2-TZVPD basis set

Structure (XYZ):
```
23
C8H11NO3 | OMol25 | ωB97M-V with the def2-TZVPD basis set
C 0.45382 2.08573 0.45191
C 0.53399 0.56908 0.61186
C 1.73705 0.08851 -0.21412
C 2.16284 -1.37966 -0.04051
C -0.70556 -0.27378 0.38865
C -1.64266 -0.81898 1.25990
C -2.66713 -1.43892 0.46153
C -2.23052 -1.31889 -0.80566
H -0.91951 2.14555 -1.04300
H 0.71606 2.16810 -1.63844
H -0.28260 2.54458 1.05650
H 1.43523 2.52903 0.67905
H 0.79118 0.39989 1.66764
H 1.59802 0.24112 -1.33765
H 2.62543 0.70653 0.13304
H 0.70145 -1.68030 -1.11411
H -1.62736 -0.71057 2.37263
H -3.61176 -1.90961 0.76026
H -2.58174 -1.80184 -1.74138
N 0.05253 2.46414 -0.86537
O 1.44284 -2.25163 -0.87751
O 3.06275 -1.70010 0.66733
O -1.04438 -0.65796 -0.83256
```

Results
- LUMO: 0.69 eV
- Max |F|: 2.7 eV Å⁻¹
- HOMO level: -0.3305 Ha
- ΔE to the lowest compared entry with this formula, charge and spin: 25.0 kcal/mol
- Charge: 0
- SMILES: NC[C@H](CC(=O)O)c1ccco1


No. 5
Formula: C8H12
Source: OMol25
Level of theory: ωB97M-V with the def2-TZVPD basis set

Structure (XYZ):
```
20
C8H12 | OMol25 | ωB97M-V with the def2-TZVPD basis set
C -2.10644 -0.81986 -0.82387
C -1.43747 0.06341 0.19358
C -2.15553 0.97817 0.81990
C 0.67628 1.12596 -0.18453
C 0.07699 0.02508 0.30360
C 0.63155 -1.31004 0.53975
C 1.76616 -1.74926 -0.01398
C 2.13903 1.41267 0.02078
H -2.03218 -1.91028 -0.83149
H -1.77387 -0.57310 -1.84676
H -3.18023 -0.63039 -0.90752
H -1.77542 1.67165 1.55734
H -3.21722 1.00554 0.60699
H 0.03047 1.92779 -0.50826
H 0.16855 -1.99369 1.24187
H 2.32450 -1.13954 -0.71139
H 2.21831 -2.71208 0.18014
H 2.61715 0.76763 0.75860
H 2.28281 2.39955 0.48595
H 2.74658 1.46079 -0.88071
```

Results
- LUMO: 0.92 eV
- Max |F|: 2.5 eV Å⁻¹
- HOMO level: -0.3181 Ha
- ΔE to the lowest compared entry with this formula, charge and spin: 25.5 kcal/mol
- Charge: 0
- SMILES: C=C/C(=C\C)C(=C)C


No. 6
Formula: C8H12
Source: OMol25
Level of theory: ωB97M-V with the def2-TZVPD basis set

Structure (XYZ):
```
20
C8H12 | OMol25 | ωB97M-V with the def2-TZVPD basis set
C 1.41897 -0.43213 -1.25890
C 0.38760 -0.33230 0.00986
C 1.30622 -0.27922 1.29832
C -0.53186 -1.58939 0.01953
C -1.80821 -1.17294 -0.00019
C -1.97537 0.37510 -0.05572
C -0.55416 0.85427 -0.07480
C -0.09066 2.11456 0.02366
H 0.80944 -0.39001 -2.16426
H 1.87217 -1.42912 -1.21887
H 2.14289 0.41297 -1.23197
H 1.95876 -1.14920 1.33450
H 1.92114 0.56108 1.03874
H 0.83737 -0.06517 2.27531
H -0.07139 -2.49380 0.36845
H -2.72960 -1.73206 0.02480
H -2.54123 0.72799 0.80422
H -2.40447 0.74410 -0.95078
H 0.91065 2.39111 -0.27350
H -0.85827 2.88416 0.03162
```

Results
- LUMO: 1.00 eV
- Max |F|: 3.0 eV Å⁻¹
- HOMO level: -0.3245 Ha
- ΔE to the lowest compared entry with this formula, charge and spin: 16.3 kcal/mol
- Charge: 0
- SMILES: C=C1CC=CC1(C)C


No. 7
Formula: C8H12
Source: OMol25
Level of theory: ωB97M-V with the def2-TZVPD basis set

Structure (XYZ):
```
20
C8H12 | OMol25 | ωB97M-V with the def2-TZVPD basis set
C 1.40138 1.45207 -0.69407
C 2.07100 0.43551 0.29211
C 0.59978 0.03366 0.68998
C -0.49115 -1.03124 0.93479
C -0.95419 -1.48086 -0.48006
C -1.27147 -0.01007 -0.70788
C -1.69723 0.07376 0.75128
C 0.23635 0.46935 -0.74117
H 1.16676 2.44446 -0.19980
H 1.89733 1.62386 -1.61573
H 2.70175 0.87916 1.03864
H 2.54504 -0.31761 -0.30743
H 0.37081 0.91654 1.33343
H -0.46563 -1.81736 1.69051
H -1.86096 -2.10415 -0.51723
H -0.19784 -1.97012 -1.12217
H -1.95616 0.34215 -1.42678
H -2.72918 -0.33406 0.81881
H -1.64833 1.02122 1.29513
H 0.80965 -0.33716 -1.25732
```

Results
- LUMO: 1.20 eV
- Max |F|: 2.4 eV Å⁻¹
- HOMO level: -0.3475 Ha
- ΔE to the lowest compared entry with this formula, charge and spin: 70.2 kcal/mol
- Charge: 0
- SMILES: C1C[C@@H]2[C@H]3C[C@H](C3)[C@@H]12


No. 8
Formula: C8H12
Source: OMol25
Level of theory: ωB97M-V with the def2-TZVPD basis set

Structure (XYZ):
```
20
C8H12 | OMol25 | ωB97M-V with the def2-TZVPD basis set
C 0.79260 -1.27428 -1.57097
C -1.40155 -0.10377 0.17593
C 1.63102 -1.51757 -0.47806
C -1.91919 0.60352 1.42710
C -0.07275 0.46779 -0.30275
C -0.01485 1.57618 -1.09898
C 1.04424 0.21473 0.60605
C 1.69963 0.65730 1.56292
H -0.09790 -1.86576 -1.73325
H 1.19566 -0.79369 -2.45049
H -2.12820 -0.02167 -0.63665
H -1.27196 -1.16686 0.39513
H 1.36493 -2.31783 0.20106
H 2.69496 -1.34981 -0.57450
H -0.76051 1.74476 -1.86421
H 0.86423 2.20086 -1.11809
H -2.82712 0.12099 1.78759
H -1.17678 0.56894 2.22453
H -2.14214 1.64981 1.21606
H 2.52568 0.60636 2.23158
```

Results
- LUMO (spin up / spin down): 0.45 / 0.45 eV
- Max |F|: 3.8 eV Å⁻¹
- HOMO level (spin up / spin down): -0.2920 / -0.2921 Ha
- ΔE to the lowest compared entry with this formula, charge and spin: 106.5 kcal/mol
- Charge: 0
- SMILES: C#CC(=C)CC.C=C


No. 9
Formula: C8H12AlO6
Source: OMol25
Level of theory: ωB97M-V with the def2-TZVPD basis set

Structure (XYZ):
```
27
C8H12AlO6 | OMol25 | ωB97M-V with the def2-TZVPD basis set
O -2.48691 -0.10809 0.61549
Al -3.18453 2.85812 0.91917
O -1.83876 1.86968 1.36973
C -1.60783 0.69723 1.13649
O -0.42658 0.11899 1.34068
C 0.64812 0.89294 1.74417
C -2.11030 -1.45747 0.22910
C -3.30332 -2.11641 -0.41195
H -1.26433 -1.38808 -0.46479
H -1.78775 -1.99030 1.13105
H -3.62334 -1.57404 -1.31019
H -3.01462 -3.13252 -0.71162
H -4.14351 -2.18467 0.29029
C 1.70155 0.24795 2.28614
H 2.50849 0.82571 2.73618
H 1.60770 -0.81807 2.50368
C 1.40518 1.68874 0.55375
C 1.41553 1.16848 -0.87048
O 2.37165 0.11340 -0.99942
C 2.53445 -0.39814 -2.20721
O 1.91182 -0.08996 -3.19517
O 3.61052 -1.17499 -2.19493
H 0.80648 2.61212 0.49093
H 2.38655 2.08357 0.84073
H 1.68525 1.98187 -1.55601
H 0.43157 0.79433 -1.18260
H 3.76691 -1.52036 -3.08321
```

Results
- LUMO: -3.90 eV
- Max |F|: 5.3 eV Å⁻¹
- HOMO level: -0.4810 Ha
- Charge: +1


No. 10
Formula: C8H12B2Cl6F14NO4S2
Source: OMol25
Level of theory: ωB97M-V with the def2-TZVPD basis set

Structure (XYZ):
```
49
C8H12B2Cl6F14NO4S2 | OMol25 | ωB97M-V with the def2-TZVPD basis set
B 0.25151 2.38656 0.40398
F 1.50300 2.64375 0.89393
F -0.64346 2.57305 1.45189
F -0.25797 3.23189 -0.62228
F 0.18212 1.04937 -0.05684
B 2.54196 5.61860 -1.14805
F 2.91401 6.72473 -0.36474
F 1.20007 5.78011 -1.48172
F 3.40864 5.50736 -2.26207
F 2.69375 4.46543 -0.40283
C 6.00039 -3.01568 -3.68663
F 5.89499 -1.71141 -3.39020
F 6.85313 -3.09178 -4.69724
F 6.44886 -3.71423 -2.64734
S 4.26715 -3.74188 -4.17437
O 3.80406 -2.97876 -5.30613
O 4.55670 -5.12705 -4.42024
N 3.35114 -3.25196 -2.84123
S 2.90332 -4.56379 -2.17876
O 2.02081 -5.40679 -3.03275
O 3.95747 -5.31524 -1.53317
C 1.76271 -4.02912 -0.76677
F 2.44249 -3.40215 0.20773
F 0.86339 -3.18825 -1.23131
F 1.17890 -5.11424 -0.24430
Cl -3.82163 -2.04324 -1.45005
C -2.45647 -3.14553 -1.23950
C -1.80287 -3.06671 0.13835
Cl -2.93311 -3.34003 1.47879
H -1.72146 -3.01756 -2.03202
H -2.81024 -4.17163 -1.35710
H -1.27945 -2.11186 0.20448
H -1.08183 -3.87923 0.18280
Cl -2.33814 4.21668 3.19402
C -3.15678 4.53063 4.73833
C -2.86652 3.44387 5.77278
Cl -3.54495 1.90793 5.21635
H -4.21214 4.53706 4.46721
H -2.89897 5.55143 5.01716
H -3.36377 3.69351 6.71322
H -1.82263 3.45245 6.08522
Cl -4.50331 1.74675 -1.04116
C -3.35715 1.93488 0.28962
C -3.41385 0.82574 1.36215
Cl -5.02763 0.60590 2.21442
H -3.53040 2.89646 0.77408
H -2.39038 2.07800 -0.19439
H -2.71623 1.08272 2.15546
H -3.04921 -0.05674 0.84123
```

Results
- LUMO: 5.14 eV
- Max |F|: 4.7 eV Å⁻¹
- HOMO level: -0.1075 Ha
- Charge: -3


No. 11
Formula: C8H12BCdN4S2Se2Te2
Source: OMol25
Level of theory: ωB97M-V with the def2-TZVPD basis set

Structure (XYZ):
```
32
C8H12BCdN4S2Se2Te2 | OMol25 | ωB97M-V with the def2-TZVPD basis set
Cd -0.34011 -0.24541 0.01927
C -2.08076 2.17719 2.30643
N -0.65911 2.36208 2.51437
C -0.01289 2.36809 3.72944
C 1.30055 2.54797 3.46137
N 1.46338 2.65610 2.09979
B 2.91290 2.88534 1.51360
N 2.95046 2.52187 0.00936
C 3.13140 3.43552 -0.99688
C 2.95456 2.80996 -2.18323
N 2.65888 1.49738 -1.89042
C 2.29577 0.47467 -2.84255
C 2.65289 1.33776 -0.54742
S 2.29521 -0.14185 0.23973
C 0.25633 2.53715 1.52686
S -0.19045 2.53484 -0.13429
H -2.55763 2.12984 3.28242
H -2.28312 1.26303 1.74618
H -2.48130 3.00903 1.72813
H -0.54183 2.23184 4.65442
H 2.15112 2.59235 4.11590
H 3.65165 2.18871 2.15912
H 3.19876 4.05666 1.60246
H 3.35818 4.46081 -0.77200
H 3.00205 3.16886 -3.19476
H 2.48362 0.85611 -3.84412
H 1.23619 0.22489 -2.74202
H 2.88030 -0.42562 -2.66267
Se -2.67307 0.02607 -1.15036
Te -3.87737 -1.90150 -0.08336
Te -1.98380 -3.78013 -0.28397
Se -0.17864 -2.66241 1.04809
```

Results
- LUMO: 2.53 eV
- Max |F|: 0.4 eV Å⁻¹
- HOMO level: -0.1486 Ha
- Charge: -1


No. 12
Formula: C8H12Ca2ClN4O4
Source: OMol25
Level of theory: ωB97M-V with the def2-TZVPD basis set

Structure (XYZ):
```
31
C8H12Ca2ClN4O4 | OMol25 | ωB97M-V with the def2-TZVPD basis set
Ca 17.17030 -3.86267 -0.00061
Ca 18.92420 -0.70289 5.92905
Cl 17.58139 -3.18156 4.04482
O 17.41932 -3.50947 2.61163
O 19.01018 -3.20208 4.37593
O 17.13767 -1.78426 4.27448
O 16.86299 -4.05887 4.81432
C 19.44836 -6.70272 3.43074
C 19.02660 -7.40478 4.65289
N 18.72520 -7.93392 5.57572
H 18.58056 -6.38162 2.85202
H 20.01872 -7.36400 2.78168
H 20.01567 -5.83970 3.78403
C 14.92572 -6.69135 4.97505
C 14.10874 -7.13801 6.02660
N 13.48272 -7.46437 6.92580
H 15.75799 -6.17980 5.46005
H 14.42274 -6.04188 4.27328
H 15.36629 -7.52746 4.43201
C 18.83590 -4.85801 8.28600
C 19.07140 -3.50701 7.83804
N 19.27751 -2.41685 7.48202
H 18.15693 -4.89247 9.13360
H 19.76777 -5.38153 8.50365
H 18.37933 -5.40166 7.44259
C 15.45606 0.26528 1.28384
C 16.31775 -0.72782 0.72652
N 17.00812 -1.41954 0.24184
H 15.35360 0.11747 2.34673
H 14.52384 0.23937 0.72129
H 15.93434 1.23330 1.08034
```

Results
- LUMO: -11.14 eV
- Max |F|: 9.8 eV Å⁻¹
- HOMO level: -0.6256 Ha
- Charge: +3


Copy entry 6 word for word.
Formula: C8H12
Source: OMol25
Level of theory: ωB97M-V with the def2-TZVPD basis set

Structure (XYZ):
```
20
C8H12 | OMol25 | ωB97M-V with the def2-TZVPD basis set
C 1.41897 -0.43213 -1.25890
C 0.38760 -0.33230 0.00986
C 1.30622 -0.27922 1.29832
C -0.53186 -1.58939 0.01953
C -1.80821 -1.17294 -0.00019
C -1.97537 0.37510 -0.05572
C -0.55416 0.85427 -0.07480
C -0.09066 2.11456 0.02366
H 0.80944 -0.39001 -2.16426
H 1.87217 -1.42912 -1.21887
H 2.14289 0.41297 -1.23197
H 1.95876 -1.14920 1.33450
H 1.92114 0.56108 1.03874
H 0.83737 -0.06517 2.27531
H -0.07139 -2.49380 0.36845
H -2.72960 -1.73206 0.02480
H -2.54123 0.72799 0.80422
H -2.40447 0.74410 -0.95078
H 0.91065 2.39111 -0.27350
H -0.85827 2.88416 0.03162
```

Results
- LUMO: 1.00 eV
- Max |F|: 3.0 eV Å⁻¹
- HOMO level: -0.3245 Ha
- ΔE to the lowest compared entry with this formula, charge and spin: 16.3 kcal/mol
- Charge: 0
- SMILES: C=C1CC=CC1(C)C


Look up the charge of the third one.
0


What is the formula in the twelfth record?
C8H12Ca2ClN4O4